1.
ORCA calculation (ωB97M-V/def2-TZVPD) on a single C5H9ClN2 molecule in a non-equilibrium geometry.

```
! wB97M-V def2-TZVPD RIJCOSX def2/J DEFGRID3
* xyz 0 1
H 2.519 -1.411 -1.084
N -0.810 -0.343 -1.024
H 0.359 -0.713 2.267
H -2.867 1.948 -0.108
C 0.285 -0.626 0.025
C -0.319 -0.454 1.438
H 3.535 0.193 -0.846
H -2.867 0.062 0.142
N -1.305 1.014 -0.907
C 1.518 0.177 -0.176
C -2.437 1.003 -0.286
H -1.176 -1.063 1.657
H -0.240 -0.278 -1.852
Cl 1.368 1.860 0.154
H -0.676 0.615 1.584
H 0.539 -1.607 -0.216
C 2.573 -0.377 -0.765
*
```

Values from the calculation:
Energy relative to the best compared isomer or geometry (same formula, charge and spin), eV: 2.835
SMILES string: C=NN[C@H](C)C(=C)Cl

---

2.
ORCA calculation (ωB97M-V/def2-TZVPD) on a molecular structure, C4H16Ag2O14P2 in a non-equilibrium geometry.

```
! wB97M-V def2-TZVPD RIJCOSX def2/J DEFGRID3
* xyz -2 3
O -2.151 0.634 -1.584
O 3.173 3.658 1.576
C -2.816 -3.048 0.463
H 1.959 -2.845 1.154
H -2.507 3.392 -1.851
O 1.821 -0.299 -0.769
H 4.255 -1.865 -1.276
H -3.128 1.202 0.151
C -2.583 2.977 -0.831
H -3.981 1.488 -1.395
H -0.782 -3.519 0.639
O 5.465 3.745 0.434
O 1.042 1.671 0.234
H -1.991 -1.210 0.535
H 0.789 -2.068 1.761
H -1.480 0.319 -0.889
H -3.085 -3.696 1.301
O 3.873 -1.990 -0.405
O 1.247 -2.926 1.801
O 3.374 3.580 -1.022
C -3.009 1.516 -0.892
C -1.521 -3.516 -0.168
H -1.596 -4.515 -0.602
O -0.572 -0.361 0.145
H -0.909 2.567 0.102
H -3.360 3.682 -0.492
P 0.839 0.152 0.319
O 1.325 -0.102 1.782
H -0.659 -1.841 -0.693
O -2.797 -1.684 0.847
O -1.096 -2.594 -1.153
P 4.024 3.303 0.337
Ag 2.532 1.664 -1.451
O -1.540 3.306 0.058
O 3.934 1.733 0.431
H -3.573 -3.090 -0.333
H 3.210 -1.265 -0.323
Ag 2.275 1.843 2.057
*
```

Values from the calculation:
Energy, eV: -59653.4725

---

3.
ORCA calculation (ωB97M-V/def2-TZVPD) on a gas-phase ion, C3H3N2S3 (charge -1) in a non-equilibrium geometry.

```
! wB97M-V def2-TZVPD RIJCOSX def2/J DEFGRID3
* xyz -1 1
N 2.619 0.043 0.123
S 0.502 0.908 -1.053
H 3.026 -0.603 0.753
H 3.002 0.022 -0.745
C -1.348 -1.396 -0.414
S -2.419 -2.540 0.165
H -2.645 -0.064 0.328
N -1.634 -0.110 0.130
S -1.439 2.471 0.496
C -0.982 1.003 -0.066
C 1.320 0.266 0.282
*
```

Values from the calculation:
Energy relative to the best compared isomer or geometry (same formula, charge and spin), eV: 4.048

---

4.
ORCA calculation (ωB97M-V/def2-TZVPD) on a single C8H18NO3P molecule in a non-equilibrium geometry.

```
! wB97M-V def2-TZVPD RIJCOSX def2/J DEFGRID3
* xyz 0 1
O 2.932 -0.147 -1.222
H -0.130 -1.729 1.664
C 2.394 -0.595 -2.201
H 0.776 1.577 2.637
C 1.273 -1.606 -2.214
C -1.826 1.496 1.825
C -0.611 -2.282 -0.577
H 1.320 -1.445 -0.080
N -0.756 2.291 1.373
H 3.020 0.712 -3.423
H 1.301 2.550 1.268
C 0.592 1.780 1.583
C 0.907 -2.140 -0.824
H -0.417 2.227 -0.717
H -2.475 -0.274 2.751
H -0.929 -0.028 -0.043
P -1.127 -1.127 0.841
H -1.994 2.881 -0.224
H 1.400 -3.094 -0.628
C -0.937 2.846 0.029
H 1.580 -2.413 -2.887
H -0.497 3.846 -0.026
O 2.756 -0.220 -3.458
C -1.556 0.094 2.287
H -0.768 0.045 3.042
H -1.184 -1.967 -1.458
O -2.961 1.945 1.815
H -2.431 -1.674 0.890
H 0.833 0.880 1.002
H 0.409 -1.114 -2.671
H -0.894 -3.316 -0.355
*
```

Values from the calculation:
Energy relative to the best compared isomer or geometry (same formula, charge and spin), eV: 3.139
SMILES string: CN(C)C(=O)C[PH3]CCCC(=O)O

---

5.
ORCA calculation (ωB97M-V/def2-TZVPD) on a molecular structure, C18H37O2P3Ti in a non-equilibrium geometry.

```
! wB97M-V def2-TZVPD RIJCOSX def2/J DEFGRID3
* xyz 3 2
C 2.289 -1.929 -3.866
H 0.286 5.294 -0.031
O 1.555 -1.115 -0.647
H 1.594 3.288 2.236
P -2.718 -0.996 0.357
H 2.373 0.662 1.959
C 0.553 3.499 1.997
C 0.041 -0.937 -2.463
H 1.459 -2.128 3.345
H -0.882 -0.537 -1.908
H 1.901 2.922 -1.315
H 4.359 -2.571 3.039
P 0.105 2.863 0.334
C -2.469 2.400 -1.525
H 3.842 -3.826 1.952
H -0.068 3.034 2.764
H -3.583 2.525 0.426
H -2.002 -3.238 -0.436
P 2.866 -1.652 1.594
C -3.460 2.120 -0.574
H -2.117 3.353 -1.887
H -1.287 4.752 -0.625
C -1.970 1.495 2.243
H 3.433 -1.067 -2.194
C -1.603 -2.489 0.270
C 3.293 0.059 1.900
H -4.517 -1.829 1.796
H -2.388 1.638 -2.267
H -0.592 -2.206 -0.043
H 1.970 1.414 -0.396
C -4.018 -1.491 -0.852
H -3.709 -0.409 2.523
H 0.384 4.576 2.033
C 4.143 -2.779 1.987
C 1.805 2.489 -0.312
C -3.547 -1.341 1.968
H 3.827 0.056 2.856
C -0.104 -1.528 -3.720
H 5.101 -2.691 1.469
C 1.007 -2.111 -4.331
Ti -1.872 1.377 0.280
H 0.793 -2.958 1.877
H 0.542 -1.195 2.079
H 3.941 0.449 1.096
H 0.813 -2.690 -5.229
H -2.918 -2.000 2.582
H -1.093 -1.643 -4.225
H 3.174 -2.440 -4.329
C 2.478 -1.091 -2.762
H 0.148 4.417 -1.580
C 1.239 -2.028 2.268
H -4.611 -0.607 -1.095
O -1.780 1.355 3.411
H 2.593 2.915 0.330
C -0.229 4.477 -0.553
H -3.532 -1.844 -1.771
H -1.558 -2.970 1.258
H -4.269 1.503 -0.893
H 2.329 -1.354 0.058
H -4.701 -2.271 -0.485
C 1.360 -0.973 -1.974
*
```

Values from the calculation:
Energy relative to the best compared isomer or geometry (same formula, charge and spin), eV: 6.194

---

6.
ORCA calculation (ωB97M-V/def2-TZVPD) on a single C8H12N2O2S molecule in a non-equilibrium geometry.

```
! wB97M-V def2-TZVPD RIJCOSX def2/J DEFGRID3
* xyz 0 1
H -1.690 1.546 -2.210
H 0.037 1.312 -1.999
H -2.856 -2.363 0.059
C -0.936 0.900 -1.775
H -0.784 -0.056 -2.138
N 2.426 0.696 -0.389
C -0.007 -0.393 0.374
H -0.676 -2.540 0.498
H -4.165 -0.537 0.426
H 2.837 0.319 1.561
H 2.977 0.978 -1.133
N -0.477 1.995 0.377
S 1.507 -0.773 -0.528
C -3.083 -0.302 0.473
C -0.982 -1.531 0.380
O -0.741 2.166 1.554
H -3.052 1.775 0.045
C -2.550 0.846 0.111
H 3.872 1.603 0.901
H 4.183 -0.140 0.536
O 0.348 2.687 -0.162
C -2.318 -1.500 0.405
C -1.113 0.954 -0.354
C 3.379 0.627 0.720
H 0.325 0.060 1.349
*
```

Values from the calculation:
Energy relative to the best compared isomer or geometry (same formula, charge and spin), eV: 7.148
SMILES string: CNS[C@@H]1C=CC=C[C@@]1(C)[N+](=O)[O-]